Record 1
C41H40F5N2O4PdS | ωB97M-V with the def2-TZVPD basis set

Last column: Mulliken charge in e.
CARTESIAN COORDINATES (ANGSTROEM)
Pd -0.2736 -1.0677 1.4221  0.116
N -0.8088 -0.2924 3.6583  -0.230
C -1.9203 -0.7374 4.4901  -0.759
C -2.1443 -2.2510 4.3477  0.077
C -3.3684 -2.5931 3.4968  -1.338
C -3.2717 -2.0599 2.0683  0.108
N -2.0645 -2.5244 1.4079  -0.184
H 0.0798 -0.5061 4.1041  0.275
H -0.8750 0.7042 3.4707  0.106
H -2.8202 -0.2069 4.1710  0.327
H -1.7474 -0.4857 5.5505  0.421
H -2.2630 -2.7129 5.3305  0.349
H -1.2552 -2.6738 3.8771  -0.073
H -4.2679 -2.1806 3.9627  0.413
H -3.4829 -3.6813 3.4625  0.453
H -3.2185 -0.9671 2.0664  -0.249
H -4.1800 -2.3702 1.5193  0.387
H -2.0672 -2.2378 0.4264  -0.017
H -1.9506 -3.5335 1.4712  0.242
C 2.6317 3.2098 -1.7065  -1.715
C 1.8578 2.5224 -0.5775  1.198
C 2.3512 3.1336 0.7466  -2.009
O 0.4692 2.6771 -0.7616  -0.163
C -0.0869 1.6295 0.0166  -1.611
C 0.8735 0.4370 -0.2775  1.313
O 2.0853 1.1181 -0.5869  -0.149
C 0.5451 -0.7607 -1.2400  1.796
O -0.5530 -1.3913 -0.7462  -0.682
C 0.3684 -0.5398 -2.7370  0.743
C -0.1043 -1.6236 -3.4722  -0.630
C -0.1818 -1.5643 -4.8497  -0.865
C 0.2043 -0.4166 -5.5214  -0.646
C 0.6438 0.6744 -4.7965  -0.617
C 0.7260 0.6105 -3.4152  1.205
C 1.7882 -1.6930 -1.1801  0.204
C 3.0279 -1.3271 -1.6899  -0.098
C 4.0832 -2.2227 -1.6658  -0.906
C 3.9143 -3.4972 -1.1506  -0.705
C 2.6824 -3.8693 -0.6426  -0.578
C 1.6268 -2.9739 -0.6638  -0.468
C -1.6256 1.4102 0.0514  2.398
O -1.8457 0.4921 1.0253  -0.269
C -2.2519 2.7613 0.4940  -0.036
C -2.1334 3.9419 -0.2262  -0.120
C -2.7479 5.1009 0.2177  -1.136
C -3.4887 5.1068 1.3884  -0.589
C -3.5918 3.9404 2.1263  -0.881
C -2.9781 2.7844 1.6784  -0.635
C -2.2835 1.0485 -1.2781  0.436
C -3.3120 0.1153 -1.2729  -0.330
C -4.0090 -0.1772 -2.4297  -0.994
C -3.6851 0.4581 -3.6157  -0.851
C -2.6452 1.3692 -3.6351  -1.053
C -1.9533 1.6665 -2.4746  0.506
H 2.5445 4.2860 -1.5854  0.473
H 2.2457 2.9411 -2.6836  0.260
H 3.6755 2.9152 -1.6464  0.335
H 2.1212 4.1944 0.7602  0.489
H 3.4225 2.9857 0.8194  0.431
H 1.8888 2.6601 1.6043  0.214
H 0.1032 1.8896 1.0786  0.386
H 0.9550 -0.1241 0.7045  -0.727
H -0.4072 -2.5123 -2.9396  0.434
H -0.5350 -2.4228 -5.4045  0.397
H 0.1567 -0.3752 -6.6017  0.371
H 0.9300 1.5815 -5.3127  0.427
H 1.0593 1.4645 -2.8582  -0.782
H 3.1737 -0.3408 -2.1026  0.342
H 5.0474 -1.9258 -2.0567  0.445
H 4.7408 -4.1945 -1.1436  0.390
H 2.5404 -4.8592 -0.2300  0.449
H 0.6494 -3.2715 -0.2915  0.197
H -1.5492 3.9667 -1.1300  0.234
H -2.6507 6.0121 -0.3595  0.411
H -3.9876 6.0104 1.7164  0.380
H -4.1563 3.9326 3.0507  0.445
H -3.0446 1.8619 2.2359  0.266
H -3.5499 -0.3762 -0.3423  0.436
H -4.8133 -0.9011 -2.4092  0.426
H -4.2417 0.2494 -4.5198  0.383
H -2.3679 1.8549 -4.5608  0.405
H -1.1451 2.3781 -2.5011  0.282
F 6.5401 -0.9595 1.0101  -0.404
C 5.3313 -1.3683 1.4565  0.535
C 4.3149 -0.4457 1.6942  0.224
F 4.5557 0.8635 1.5033  -0.366
C 3.0970 -0.8790 2.1687  -0.178
F 2.1405 0.0320 2.5132  -0.490
C 2.7780 -2.2419 2.3254  1.052
S 1.2026 -2.7644 2.6902  -0.580
C 3.8580 -3.1330 2.1625  -0.036
F 3.6764 -4.4372 2.4394  -0.474
C 5.0988 -2.7137 1.7333  0.452
F 6.0965 -3.6073 1.5775  -0.420

Summary:
Total charge: -1
Relative energy (zero: lowest compared OMol25 entry of this formula, charge and spin): 159.8 kJ/mol
Max |F|: 3.72 eV/A
Kohn-Sham gap (spin up / spin down): 0.2290 / 0.2289 Ha

---

Record 2
C5H6OS2 | ωB97M-V with the def2-TZVPD basis set

Last column: Mulliken charge in e.
CARTESIAN COORDINATES (ANGSTROEM)
C 0.8328 2.4362 0.4227  -0.974
C 0.3766 1.2502 -0.2100  0.257
S 1.7784 -0.1618 -0.2918  -0.094
C 0.4938 -1.4388 -0.1417  0.524
O 0.5456 -2.4584 0.6358  -0.555
C -0.7168 -0.7243 -0.5837  -0.360
S -2.3341 0.1127 -0.0339  -0.061
C -0.4911 0.3872 0.5075  -0.573
H -0.1648 3.0892 0.7145  0.292
H 1.6012 2.9089 -0.3798  0.244
H 1.5275 1.9429 1.1905  0.316
H -0.3515 1.3484 -1.1708  0.206
H -0.6598 -0.2749 -1.7092  0.318
H -0.3984 -0.0260 1.5096  0.459

Summary:
Relative energy (zero: lowest compared OMol25 entry of this formula, charge and spin): 502.1 kJ/mol
Max |F|: 6.85 eV/A
SMILES string: C[C@H]1SC(=O)[C@H]2S[C@@H]21
Kohn-Sham gap: 0.3307 Ha

---

Record 3
C5H13NO3 | ωB97M-V with the def2-TZVPD basis set

Last column: Mulliken charge in e.
CARTESIAN COORDINATES (ANGSTROEM)
C 1.5445 0.7360 -1.3284  0.039
C -1.6685 0.5778 0.4818  0.221
C 1.3562 -1.3650 0.8502  -0.714
C -0.2460 0.2954 0.8889  -0.597
C -2.7096 -0.0347 1.4220  -1.338
N 2.9199 0.3660 -1.2780  -0.604
O 0.1080 -0.9845 0.7640  -0.216
O 0.7618 -0.1297 -2.1266  -0.550
O -1.8892 0.1443 -0.8666  -0.629
H -0.1762 0.0419 -1.9410  0.386
H -1.8806 -0.8219 -0.8645  0.395
H 1.4949 1.7577 -1.7337  0.308
H -1.7966 1.6635 0.4566  0.363
H 3.3439 0.4073 -2.2012  0.248
H 3.0232 -0.5830 -0.9419  0.254
H 1.5407 -2.3884 0.5729  0.339
H 2.0661 -0.7837 1.4230  0.403
H 0.1765 0.8543 1.7204  0.504
H 0.9198 0.8275 -0.2592  0.146
H -2.5655 0.3298 2.4386  0.378
H -3.7161 0.2112 1.0853  0.371
H -2.6073 -1.1217 1.4373  0.294

Summary:
Relative energy (zero: lowest compared OMol25 entry of this formula, charge and spin): 502.7 kJ/mol
Max |F|: 2.54 eV/A
Kohn-Sham gap (spin up / spin down): 0.2933 / 0.2943 Ha

---

Record 4
C5H7Cl | ωB97M-V with the def2-TZVPD basis set

Last column: Mulliken charge in e.
CARTESIAN COORDINATES (ANGSTROEM)
Cl -1.7782 1.0382 -1.7741  -0.204
C -0.5385 0.6635 -0.5978  -0.087
C -0.9477 0.0761 0.7240  -0.587
C 0.3790 -0.3202 1.3147  -0.400
C 1.2437 -0.4562 0.2962  -0.275
C 0.5445 -0.3170 -1.0181  -0.602
H -0.0541 1.5867 -0.3572  0.324
H -1.5797 0.7861 1.3062  0.311
H -1.6252 -0.8707 0.5544  0.217
H 0.7195 -0.3592 2.3520  0.382
H 2.3311 -0.6113 0.3589  0.384
H 0.0811 -1.2865 -1.3266  0.241
H 1.2245 0.0705 -1.8327  0.297

Summary:
Relative energy (zero: lowest compared OMol25 entry of this formula, charge and spin): 27.6 kJ/mol
Max |F|: 3.31 eV/A
SMILES string: ClC1CC=CC1
Kohn-Sham gap: 0.3899 Ha

---

Record 5
C16H16Cl3F5OSn | ωB97M-V with the def2-TZVPD basis set

Last column: Mulliken charge in e.
CARTESIAN COORDINATES (ANGSTROEM)
C -1.0137 0.6167 -2.6574  0.641
C -1.8231 -0.5375 -2.6629  0.676
C -0.9971 -1.6692 -2.3973  0.965
C -3.2792 -0.5921 -2.9165  -1.698
C 0.3270 -1.2292 -2.2073  0.087
C 0.3529 0.1970 -2.3804  0.921
C 1.5277 0.9565 -2.3506  -1.911
C -1.4679 1.9718 -3.0295  -1.729
C -1.4564 -3.0692 -2.3795  -1.759
C 1.5071 -2.0681 -1.9643  -1.617
Sn -0.9109 0.3563 2.1718  0.888
Cl -3.0722 0.0220 3.0089  -0.464
Cl -1.3217 2.1101 0.6624  -0.414
Cl -0.4067 -1.6598 1.0863  -0.406
H -3.7525 0.3609 -2.6567  0.382
H -3.7495 -1.3907 -2.3302  0.368
H -3.4727 -0.7957 -3.9780  0.259
H -2.2384 -3.1980 -1.6254  0.319
H -0.6380 -3.7441 -2.1164  0.400
H -1.8768 -3.3880 -3.3432  0.287
H 1.2969 -2.7845 -1.1688  0.301
H 2.3647 -1.4685 -1.6617  0.379
H 1.7981 -2.6232 -2.8634  0.255
H 2.4104 0.4632 -1.9492  0.261
H 1.4104 1.9210 -0.9999  0.413
H 1.7206 1.6737 -3.1499  0.292
H -2.2993 2.2876 -2.3821  0.304
H -1.8340 2.0102 -4.0734  0.302
H -0.6563 2.7001 -2.9122  0.347
O 1.4297 1.9998 0.0096  -0.502
H 1.9018 2.8336 0.2126  0.174
F -1.0790 0.0536 5.5500  -0.291
C 0.1633 0.3947 5.1341  0.303
C 0.4888 0.5218 3.7779  -0.697
C 1.8555 0.6796 3.4972  0.501
F 2.3083 0.4338 2.2408  -0.257
C 2.7897 1.0257 4.4799  -0.054
F 4.0487 1.3943 4.1491  -0.309
C 2.4103 0.9663 5.8161  0.513
F 3.3140 1.2675 6.7725  -0.315
C 1.1094 0.5960 6.1422  0.201
F 0.8099 0.4043 7.4445  -0.314

Summary:
Total charge: -2
Relative energy (zero: lowest compared OMol25 entry of this formula, charge and spin): 88.3 kJ/mol
Max |F|: 2.93 eV/A
Kohn-Sham gap (spin up / spin down): 0.1433 / 0.1471 Ha